# 1
The following is a quantum chemistry calculation of a 12-piece molecular cluster, C10H44O17 overall at a distorted geometry, from the Open Molecules 2025 dataset.

Computed properties:
SMILES	OCCO.OCCO.OCCO.OCCO.OCCO.O.O.O.O.O.O.O
E_HOMO	-9.55	eV
total energy	-45889.7067	eV
spin multiplicity	1
Kohn-Sham gap	9.4	eV
LUMO	-0.007	Eh

Geometry (Å):
O -16.565 -10.257 4.754
O -19.278 -4.777 9.214
H -12.931 -3.854 4.556
H -13.820 -4.926 9.018
H -11.511 -5.725 3.658
H -14.331 -5.523 5.693
H -13.938 -8.032 1.791
H -16.293 -11.065 2.146
O -16.962 -4.243 1.045
O -15.129 -9.539 1.437
H -14.244 -3.076 6.207
O -13.569 -3.144 4.394
O -19.448 -6.307 7.056
H -21.162 -5.364 7.669
C -19.587 -4.067 8.005
H -16.433 -4.673 10.635
H -14.225 -0.060 3.768
H -17.048 -9.436 4.886
H -15.082 -7.113 5.807
H -20.436 -4.774 6.094
H -16.586 -5.640 8.023
H -15.434 -9.708 0.548
H -12.844 1.759 2.624
H -14.295 -3.629 4.002
O -13.396 -7.206 1.790
H -15.098 -2.488 7.284
O -16.621 -5.805 8.957
H -12.491 0.590 1.355
H -14.943 0.384 2.153
H -17.000 -9.434 2.262
C -15.533 -9.885 3.786
C -15.910 -4.754 9.688
O -14.302 -6.524 10.247
H -17.308 -1.773 4.524
H -18.706 -3.707 7.444
H -15.187 -8.828 3.953
H -20.290 -3.204 8.127
H -16.594 -6.543 3.970
H -19.310 -7.998 4.132
H -16.059 -4.437 2.845
H -18.570 -7.151 5.287
O -11.826 0.230 3.217
O -12.346 -5.929 4.089
H -14.804 -10.591 3.906
C -15.221 -6.124 5.479
C -20.265 -5.108 7.123
H -16.360 -3.593 0.689
C -14.452 -5.109 9.906
H -15.155 -6.912 10.045
H -18.479 -5.320 9.053
O -16.229 -5.569 6.316
H -17.749 -4.194 0.501
H -13.684 -2.044 2.742
O -14.586 -3.272 7.090
H -13.716 -6.677 1.048
O -15.594 -4.650 3.699
H -19.869 -6.974 7.620
H -14.880 -6.553 3.419
H -16.049 -3.822 9.147
O -18.455 -7.613 4.421
H -11.572 -0.682 3.013
C -16.113 -10.036 2.375
H -16.752 -3.241 4.711
O -13.907 -1.405 2.061
C -14.069 -0.069 2.688
H -16.000 -4.634 6.462
C -12.826 0.694 2.369
H -12.862 -6.385 3.414
C -15.601 -6.037 4.057
H -14.093 -4.577 10.747
O -17.163 -2.477 5.152

# 2
The following is a quantum chemistry calculation of a 10-piece molecular cluster, C10H48B3O12 overall at a distorted geometry, from the Open Molecules 2025 dataset.

Computed properties:
E_HOMO	-6.64	eV
total energy	-37739.2507	eV
spin multiplicity	1
Kohn-Sham gap	7.6	eV
net charge	-1
LUMO	0.035	Eh

Geometry (Å):
H -3.985 0.011 -19.303
H -9.873 4.544 -21.709
O -4.058 -0.049 -13.461
C -2.210 -4.397 -17.643
O -2.760 -4.659 -16.359
H -4.630 -0.017 -21.015
H -4.074 1.369 -20.166
O -5.996 -0.028 -18.133
H -7.945 2.421 -12.926
H -6.575 -1.795 -16.430
H -7.566 3.797 -20.762
O -10.246 5.765 -20.233
H -10.059 2.016 -14.091
H -3.751 6.397 -21.036
B -8.244 0.149 -19.706
H -7.845 1.818 -15.855
C -2.623 0.134 -15.405
H -2.638 0.337 -19.340
H -7.454 0.671 -20.369
H -7.181 -0.226 -14.643
H -2.466 1.247 -13.541
H -10.886 5.138 -19.885
C -9.233 5.060 -20.987
H -4.576 -1.631 -20.038
H -1.146 -4.620 -17.744
H -3.278 -2.522 -17.825
C -4.113 4.587 -20.158
B -4.043 -0.636 -20.248
H -2.102 1.563 -18.405
H -4.464 -0.764 -13.977
H -7.945 -0.935 -19.473
O -3.683 0.739 -16.125
H -6.877 0.060 -18.659
H -2.671 -0.906 -15.746
H -1.070 0.765 -19.351
C -8.434 4.067 -20.149
H -4.565 0.533 -15.768
H -4.947 4.775 -19.485
H -6.494 1.735 -14.673
H -4.836 3.103 -21.476
O -7.875 0.365 -14.312
O -4.120 2.284 -19.803
H -3.648 -4.284 -16.328
H -5.844 -1.698 -14.656
H -6.139 -0.401 -17.187
H -8.650 5.833 -21.480
O -1.856 0.692 -18.784
H -7.756 3.675 -14.146
H -2.019 -0.442 -13.466
C -7.582 1.662 -14.802
H -8.064 4.527 -19.225
O -1.916 -2.750 -19.461
H -5.815 -0.290 -15.812
O -9.220 2.995 -19.698
H -2.634 -5.024 -18.435
H -8.705 2.174 -19.555
H -9.231 0.165 -20.289
C -2.757 0.254 -13.885
H -1.686 0.574 -15.757
H -4.716 -1.846 -16.169
C -3.949 3.238 -20.852
H -2.993 -0.826 -20.683
H -8.270 0.878 -18.813
C -2.313 -2.947 -18.121
H -2.674 -2.261 -19.831
H -3.016 3.135 -21.407
O -4.181 5.562 -21.218
H -5.308 -0.565 -18.578
H -3.212 4.803 -19.572
C -8.217 2.708 -13.949
H -1.636 -2.402 -17.446
B -5.710 -1.432 -15.767
O -9.619 2.871 -14.115

Values for energy relative to the best compared isomer or geometry (same formula, charge and spin), kJ/mol, ordered as above
89.4; 0.0